Record 1
{
  "formula": "C14H23Br2N4O2",
  "method": "ωB97M-V/def2-TZVPD",
  "species": ["C", "C", "Br", "C", "Br", "N", "N", "C", "C", "O", "C", "C", "N", "C", "C", "C", "O", "C", "C", "C", "C", "N", "H", "H", "H", "H", "H", "H", "H", "H", "H", "H", "H", "H", "H", "H", "H", "H", "H", "H", "H", "H", "H", "H", "H"],
  "coordinates": [[2.789313, -2.544471, 0.367693], [4.080199, -1.759031, -0.057491], [5.571251, -2.795057, -0.720576], [4.208616, -0.414377, 0.043365], [5.874143, 0.432326, -0.455724], [3.067495, 0.328974, 0.570847], [2.861926, 0.276753, 1.879073], [1.839624, 0.956226, 2.329609], [0.828530, 1.757725, 1.614183], [-0.186607, 2.374798, 2.202647], [-1.301983, 2.643579, 1.310215], [-2.022515, 1.370220, 0.757970], [-3.171690, 0.930714, 1.581263], [-3.432396, -0.501716, 1.307597], [-4.114067, -0.807031, -0.062891], [-4.767125, -2.257692, 0.011252], [-3.166601, -0.838434, -1.155370], [1.080920, 1.802013, 0.145363], [2.244251, 1.058020, -0.227832], [2.614436, 1.086203, -1.750000], [2.043977, -0.186472, -2.519176], [0.957705, 0.264127, -3.430169], [1.935852, -2.333890, -0.309424], [2.571626, -2.198094, 1.412885], [3.062432, -3.616595, 0.450161], [1.710614, 0.923340, 3.437320], [-2.059033, 3.191457, 1.928656], [-1.003001, 3.373628, 0.514564], [-1.315324, 0.526578, 0.544164], [-2.433995, 1.661567, -0.252310], [-3.984643, 1.430926, 1.211853], [-2.497194, -1.099769, 1.441628], [-4.137033, -0.868075, 2.099949], [-4.905921, -0.052134, -0.327116], [-3.995588, -2.990402, -0.345293], [-5.638646, -2.356135, -0.677202], [-5.012935, -2.522881, 1.064195], [-3.664933, -0.939484, -1.984478], [0.444780, 2.380343, -0.545508], [3.697757, 1.256114, -1.923439], [2.086838, 1.962577, -2.210535], [1.683256, -0.984401, -1.827213], [2.871878, -0.526821, -3.188329], [0.309573, -0.506643, -3.617748], [0.385394, 0.987400, -2.992308]],
  "forces_ev_per_angstrom": [[1.46, 0.62, 0.72], [-0.39, 0.07, -0.02], [-1.16, 0.42, 0.45], [0.40, -1.42, -0.31], [-1.34, 0.21, 0.61], [-0.55, 1.04, -0.66], [-0.70, 0.72, 0.19], [-1.37, 0.79, 1.93], [1.25, -0.28, -3.48], [1.14, -1.35, -0.37], [-1.75, 0.76, -0.09], [-0.09, 0.74, -1.16], [0.92, -0.59, -0.72], [-0.79, -0.19, 0.20], [-0.65, -1.64, -0.19], [0.64, 0.30, -0.15], [-0.05, 0.57, 0.20], [1.14, -1.40, 3.78], [-0.21, 1.05, -3.03], [-1.00, -0.02, 0.28], [0.36, 0.82, -0.55], [-0.25, -0.27, 0.61], [0.60, -0.36, 0.45], [-0.13, -0.34, -0.96], [-0.49, 0.69, -0.37], [0.18, -0.11, -0.98], [0.88, -0.52, -0.30], [0.01, -0.79, 0.63], [-0.59, 0.71, 0.43], [0.75, -0.19, 0.67], [0.23, -0.06, 0.47], [-0.65, 0.50, -0.28], [0.55, 0.38, -0.70], [0.64, -0.46, 0.64], [-0.60, 0.66, 0.38], [0.50, 0.11, 0.73], [-0.22, 0.14, -0.88], [0.22, 0.01, 0.48], [0.79, -0.66, 0.28], [-0.73, -0.34, 0.30], [0.56, -0.64, 0.54], [0.60, 0.54, -0.41], [-0.67, -0.25, 0.81], [0.39, 0.28, -0.07], [0.17, -0.24, -0.05]],
  "largest_force_ev_per_a": 4.19,
  "smiles": "C/C(Br)=C(/Br)[n+]1ncc(OCCNC[C@H](C)O)cc1CCN",
  "total_energy_ev": -165021.3928,
  "e_lumo_ha": -0.1644,
  "homo_ev": -12.003,
  "multiplicity": 1,
  "homo_lumo_gap_ev": 7.5,
  "charge": 1
}



Record 2
{
  "formula": "C4H6O2",
  "method": "ωB97M-V/def2-TZVPD",
  "species": ["C", "C", "C", "C", "O", "O", "H", "H", "H", "H", "H", "H"],
  "coordinates": [[0.149604, 1.447253, -0.244886], [0.251308, 0.153493, 0.070510], [1.303625, -0.971382, 0.015676], [-1.196624, -0.546823, 0.100680], [-1.433012, -1.716246, -0.233531], [-2.149532, 0.361870, 0.050947], [-0.942188, 1.869022, -0.299133], [0.922962, 2.178607, -0.129561], [1.269298, -1.460597, 1.113114], [2.299033, -0.579381, -0.168979], [1.137515, -1.861472, -0.708749], [-1.611994, 1.125653, 0.433913]],
  "forces_ev_per_angstrom": [[-1.21, 0.48, 1.34], [-1.84, -2.90, -1.32], [-0.05, -0.83, 2.24], [0.46, -2.37, -3.34], [1.11, 2.47, 1.62], [-0.12, 0.80, 2.07], [3.17, 0.21, -0.61], [0.54, 0.14, -0.67], [0.32, 0.95, -2.46], [0.12, 0.03, 0.14], [-0.39, 1.94, 1.10], [-2.12, -0.91, -0.12]],
  "largest_force_ev_per_a": 4.12,
  "smiles": "C=C(C)C(=O)O",
  "total_energy_ev": -8338.0223,
  "e_lumo_ha": 0.0083,
  "homo_ev": -10.166,
  "multiplicity": 1,
  "homo_lumo_gap_ev": 10.4,
  "charge": 0
}



Record 3
{
  "formula": "C4H10NO",
  "method": "ωB97M-V/def2-TZVPD",
  "species": ["C", "C", "C", "N", "C", "O", "H", "H", "H", "H", "H", "H", "H", "H", "H", "H"],
  "coordinates": [[-0.533080, 1.090430, 0.848983], [-0.415985, -0.438046, 0.488345], [-1.592470, -0.867783, -0.421572], [0.808345, -0.769803, -0.352601], [1.956088, 0.176009, -0.432804], [1.755346, 1.213833, -1.115121], [-0.445941, 1.653186, -0.068540], [-1.380473, 1.175906, 1.493891], [0.392027, 1.121269, 1.426827], [-0.215106, -0.980383, 1.445292], [-1.589226, -0.358501, -1.433937], [-1.859130, -1.880063, -0.729277], [-2.535022, -0.429554, 0.042335], [0.497119, -0.711456, -1.331369], [2.190938, 0.359594, 0.659923], [2.966568, -0.354639, -0.520376]],
  "forces_ev_per_angstrom": [[1.42, -2.74, -0.21], [1.58, -0.02, -1.93], [-2.24, 1.62, 0.14], [-0.45, -0.70, -0.77], [1.33, -1.29, 3.69], [-0.39, 2.50, -2.32], [-0.22, 0.49, 0.09], [-0.74, 0.65, 0.26], [-0.05, 1.13, 0.09], [-1.00, 0.05, -0.67], [0.61, -0.06, 1.20], [0.70, -0.46, 0.76], [0.72, -0.66, -0.39], [-0.03, -0.21, 0.47], [-0.52, 0.39, 0.90], [-0.70, -0.68, -1.29]],
  "largest_force_ev_per_a": 4.13,
  "smiles": "CC(C)NC[O-]",
  "total_energy_ev": -7846.1527,
  "e_lumo_ha": 0.1523,
  "homo_ev": -2.141,
  "multiplicity": 1,
  "homo_lumo_gap_ev": 6.3,
  "charge": -1
}



Record 4
{
  "formula": "CHBrNO2",
  "method": "ωB97M-V/def2-TZVPD",
  "species": ["C", "N", "O", "O", "Br", "H"],
  "coordinates": [[-0.770298, -1.011803, -0.040915], [-0.850792, 0.158619, 0.112954], [-1.041618, -2.178336, -0.064848], [-0.450089, 1.392728, -0.046270], [2.430238, 0.402985, -0.020373], [0.682559, 1.235810, 0.059451]],
  "forces_ev_per_angstrom": [[-0.81, -0.14, 0.05], [-1.29, -1.36, 0.29], [0.66, 0.14, -0.09], [3.24, 0.72, 0.13], [-0.08, 0.17, 0.06], [-1.73, 0.47, -0.45]],
  "largest_force_ev_per_a": 3.32,
  "total_energy_ev": -76681.0607,
  "e_lumo_ha": 0.1470,
  "homo_ev": -4.823,
  "multiplicity": 1,
  "homo_lumo_gap_ev": 8.8,
  "charge": -1
}



Record 5
{
  "formula": "C6H18Br2O6V",
  "method": "ωB97M-V/def2-TZVPD",
  "species": ["V", "Br", "Br", "C", "O", "H", "H", "H", "H", "C", "O", "H", "H", "H", "H", "C", "O", "H", "H", "H", "H", "C", "O", "C", "O", "O", "C", "H", "H", "H", "H", "H", "H"],
  "coordinates": [[-20.345371, 21.929097, -11.945409], [-22.010169, 20.936074, -10.067204], [-18.669296, 22.832856, -13.863679], [-22.261232, 21.967276, -14.627995], [-22.106268, 22.308396, -13.245706], [-21.421648, 21.350307, -14.929413], [-23.184164, 21.401523, -14.761363], [-22.294292, 22.857314, -15.254288], [-22.816642, 22.926068, -13.051777], [-20.930870, 24.458632, -9.861405], [-20.595149, 23.962127, -11.159578], [-21.999030, 24.617698, -9.710617], [-20.517176, 23.747553, -9.151210], [-20.452814, 25.419562, -9.636807], [-20.856917, 24.652921, -11.781589], [-17.893505, 22.190622, -9.598184], [-18.531033, 21.682171, -10.790495], [-18.724038, 22.450421, -8.938419], [-17.374508, 21.382388, -9.085028], [-17.268193, 23.057023, -9.795098], [-17.907950, 21.037324, -11.143428], [-18.476957, 19.348841, -14.931564], [-19.125712, 18.365008, -14.124253], [-19.813105, 18.825895, -13.110857], [-19.970703, 19.984374, -12.854971], [-20.318569, 17.799566, -12.459066], [-20.680160, 17.992429, -11.104854], [-17.883434, 18.796767, -15.653729], [-17.853103, 19.998467, -14.318333], [-19.134739, 20.025953, -15.477919], [-20.310336, 18.916427, -10.662332], [-20.332388, 17.133582, -10.530545], [-21.759060, 18.023496, -10.940366]],
  "forces_ev_per_angstrom": [[-0.14, 0.07, -0.17], [0.33, 0.55, -0.26], [-0.41, 0.03, 0.29], [-0.08, -0.25, -0.18], [0.03, 0.12, -0.31], [0.12, 0.08, 0.10], [-0.02, -0.04, 0.02], [0.13, 0.06, 0.02], [0.08, -0.11, 0.52], [0.40, 0.13, 0.76], [-0.39, 0.70, -0.05], [-0.05, -0.49, -0.12], [-0.45, -0.09, 0.05], [0.19, -0.08, -0.45], [0.35, -0.34, -0.30], [-1.39, -0.21, 0.36], [0.95, -0.41, 0.48], [0.22, 0.25, 0.01], [0.30, 0.09, -0.18], [0.09, -0.08, -0.16], [-0.27, 0.16, -0.51], [0.62, 0.54, -0.39], [0.05, 0.02, -0.59], [-0.35, -1.50, -0.13], [-0.07, 1.55, 0.57], [0.23, -0.18, -0.08], [-0.72, -0.10, 1.47], [0.05, -0.08, 0.12], [0.06, -0.13, 0.00], [-0.42, -0.28, 0.24], [0.22, -0.07, -0.33], [0.31, -0.01, -0.24], [0.01, 0.10, -0.56]],
  "s2": 3.76,
  "largest_force_ev_per_a": 1.65,
  "total_energy_ev": -184574.0428,
  "e_lumo_ha": [0.0077, 0.0071],
  "homo_ev": [-7.566, -8.490],
  "multiplicity": 4,
  "homo_lumo_gap_ev": [7.8, 8.7],
  "charge": 0
}



Record 6
{
  "formula": "C2H2ClNS",
  "method": "ωB97M-V/def2-TZVPD",
  "species": ["C", "C", "N", "S", "Cl", "H", "H"],
  "coordinates": [[-0.182440, 0.048272, -0.248851], [-1.556461, -0.699837, -0.105946], [1.004831, -0.177841, 0.205694], [2.738271, 0.465732, 0.016354], [-2.899488, 0.385864, 0.086587], [-0.085692, 0.829664, -0.902724], [0.980980, -0.851854, 0.948887]],
  "forces_ev_per_angstrom": [[-1.59, -0.61, 0.33], [2.01, 1.22, 0.48], [1.56, -0.79, 1.27], [-3.08, -0.72, -0.05], [1.43, -0.56, -0.31], [-0.84, 2.14, -2.11], [0.50, -0.68, 0.40]],
  "largest_force_ev_per_a": 3.16,
  "total_energy_ev": -26948.6152,
  "e_lumo_ha": [-0.0794, -0.0964],
  "homo_ev": [-8.872, -8.484],
  "multiplicity": 1,
  "homo_lumo_gap_ev": [6.7, 5.9],
  "charge": 0
}